i) Density functional theory data (wB97M-V/def2-TZVPD) for C20H39As3O4SSn as an isolated structure.

Structure (XYZ):
```
68
Properties=species:S:1:pos:R:3
H -2.78666 3.77234 -0.10725
C 2.25062 3.40628 -0.34878
C -0.05258 3.11069 -1.30864
H -1.87298 -4.04209 3.83191
H 0.77942 3.32274 1.63934
H 0.35244 5.82483 -2.52563
H -0.93091 2.45828 -1.33492
H 1.90771 -1.01177 -2.95445
As 0.39284 -0.53765 -0.97202
H -1.67814 -5.78955 3.65271
C 2.59340 -2.27259 1.53264
H -0.38007 0.41631 -3.20337
S -2.70092 -0.18580 1.18678
H -1.01997 -1.21649 -2.93792
H -1.78358 0.15932 -2.13240
H -1.00642 1.16553 3.62736
H 2.37032 0.82401 -0.29585
H -1.90389 2.77885 -3.83708
C 1.05493 5.24039 -3.12021
As 0.51059 3.35884 -3.21643
H 2.88657 -2.06231 2.55953
H 2.20461 -1.34629 1.09693
H -1.11150 2.94183 3.77149
O -3.02970 -1.18485 0.18463
H -2.59473 1.96028 3.60258
C -1.30679 3.69013 -3.87363
C 1.50218 1.13296 -0.88517
O -1.92837 0.95684 0.36266
O -1.60054 -0.74304 2.02166
H -1.05892 -6.22675 1.39067
H 2.96802 3.06873 0.40129
C 1.74560 -1.52512 -2.00866
C -0.25989 -4.60735 2.54506
C -1.55102 2.05192 3.31854
C 1.00909 2.49972 -0.37627
C 0.49372 2.42353 1.08655
H 2.74688 3.39757 -1.32010
C 0.69683 -3.57821 2.57050
H -0.55291 -4.86598 4.65539
O -3.72462 0.48414 1.89640
As -1.42104 2.29386 1.41608
H -1.25920 4.01843 -4.91060
H -2.19983 4.67646 1.31878
H -0.35637 4.08545 -0.91310
C 1.39360 -4.14709 0.33786
H 0.85133 -3.02815 3.49246
H 0.07121 -7.07635 -0.65059
H 1.83435 1.25326 -1.91703
H 1.37631 -2.52999 -2.21334
C -2.61501 3.73434 0.96450
H -0.44211 -5.68156 -1.58846
H 1.27271 -6.08327 -1.48631
H 1.06576 5.64019 -4.13375
C 0.34030 -6.05803 -0.92505
Sn -1.05915 -2.48512 0.59508
H -1.79482 4.46914 -3.28690
C -0.83472 -0.24907 -2.47109
H 2.68971 -1.59627 -1.47141
C 1.54051 -3.34796 1.47783
C -0.36397 -5.39515 1.40028
H 2.08553 -4.01727 -0.48706
H -3.54725 3.51726 1.48589
H 2.05739 5.34883 -2.71100
H 1.96813 4.43517 -0.11878
H 3.48112 -2.56075 0.97205
C -1.14152 -4.84789 3.73872
H 0.91613 1.56582 1.61841
C 0.46022 -5.18452 0.29073
```

net charge: +2
E_HOMO: -13.70 eV

Mulliken atomic charge list, values in e, 2 entries: atom 1 (H): 0.335, atom 2 (C): -2.203

---

ii) Density functional theory data (wB97M-V/def2-TZVPD) for C20H39As3O4SSn as an isolated structure.

Structure (XYZ):
```
68
Properties=species:S:1:pos:R:3
C 1.73604 -2.41451 -5.46561
H 2.39368 -3.16124 -5.01990
C -0.74906 -2.74919 -2.97055
H -2.61858 0.26099 3.87987
H -1.14628 2.32114 -2.60796
H 3.73924 -2.72364 -0.89864
Sn 0.01826 1.80200 2.07398
C -2.48407 1.27687 3.52474
H -2.25787 1.18850 6.27074
H 2.33276 1.20387 -1.02962
H -3.36352 3.28113 0.93926
C -2.93090 2.98305 1.88857
C -1.97124 3.57707 4.01029
H -0.58794 1.29765 5.75020
C -1.42415 2.22776 -1.56087
H 2.10302 -1.07191 -1.90081
C -0.67342 -0.54700 -1.89382
C 1.45849 1.66348 -1.48619
H -4.01983 -0.23237 1.95578
H 1.48560 2.73430 -1.29905
C -2.43337 5.41857 2.34623
H -2.45179 1.87985 -1.48382
C -1.98947 2.24739 4.41881
H 4.09084 -1.40536 -3.97090
H -2.91610 0.18728 0.65687
O 1.99346 -0.84921 0.57613
C 0.09946 -2.66617 -0.65916
H -1.72081 -0.73241 -1.64956
H 2.00080 -3.48847 2.76692
C -3.62824 0.59952 1.37138
C 0.08228 -1.88745 -2.00238
H -1.33499 3.19946 -1.08179
H 2.14457 -2.11876 -6.43115
H 3.91369 -0.13148 -5.18902
As 1.65519 -2.60735 0.45442
H 0.75030 -2.84318 -5.63351
C 3.29844 -3.35299 -0.13422
O 2.36490 1.16614 1.89942
H -0.65019 -0.06731 -2.87096
H -0.22380 -3.67819 -3.20719
H 3.93791 -3.39696 0.74425
O 3.03987 -1.07745 2.76519
C 1.50548 -1.70019 -2.56823
H -4.44979 1.03378 0.80247
H -1.37927 2.71215 6.43366
H -1.72226 -3.00227 -2.54191
H 1.99840 -2.67301 -2.64980
H -2.61324 6.06567 3.20368
H 3.11070 -4.35276 -0.51736
H -1.46274 5.69922 1.92899
As 1.63182 -0.81654 -4.34963
H 3.76440 0.27763 -3.47905
H -0.92765 -2.21422 -3.90486
C -2.44366 3.96813 2.75362
C 3.55526 -0.48947 -4.22533
S 2.09404 -0.25506 2.09182
H 1.45756 1.49282 -2.56037
H -0.02577 -3.73732 -0.82870
C -2.98016 1.63381 2.26368
H 0.29985 -3.01297 2.52237
H 0.92393 -4.50793 1.76506
H -0.70393 -2.35195 0.01008
H -3.19247 5.62463 1.59239
As -0.19894 0.96906 -0.73352
O 0.67768 -0.36533 2.57238
C -1.52804 1.84443 5.79602
C 1.16477 -3.49153 2.07506
H -1.61915 4.33583 4.70110
```

net charge: +2
E_HOMO: -13.72 eV

Mulliken atomic charge list, values in e, 2 entries: atom 1 (C): -1.157, atom 2 (H): 0.356

---

Verdict on stability: ii) comes out on top.

---

i) Density functional theory data (wB97M-V/def2-TZVPD) for a 2-piece molecular cluster, C6H15NO overall.

Structure (XYZ):
```
23
Properties=species:S:1:pos:R:3
C -2.14497 -0.47390 -0.82861
C -2.30931 0.72859 -1.38010
H -2.55224 0.09067 1.19662
H 0.88902 -0.05653 2.34784
H 2.52744 1.65068 1.35070
H 2.98339 1.59063 -0.30395
H -2.86181 -1.60104 0.81980
H -0.47849 0.99290 -0.17964
H -2.20284 0.88389 -2.44043
C 1.36736 0.43714 0.21425
C 1.46510 -0.35037 -1.08568
H 0.57308 -0.95434 -1.22844
H -1.86983 -1.31073 -1.45937
O 0.33248 1.37840 0.18785
C 1.12586 -0.65326 1.46970
C -2.19822 -0.76657 0.62267
H 0.54374 -1.55932 1.30616
H 2.11443 -1.08444 1.63255
H 1.55079 0.34030 -1.92408
H 2.34998 -0.98010 -1.06438
H -1.16153 -0.99733 1.04759
N 2.58238 1.11504 0.49478
H -2.62582 1.57969 -0.79582
```

SMILES string: CC(C)(N)O.C=CC
E_HOMO: -9.34 eV

Mulliken atomic charge list, values in e, 2 entries: atom 1 (C): -0.136, atom 2 (C): -0.696

---

ii) Density functional theory data (wB97M-V/def2-TZVPD) for a 2-piece molecular cluster, C6H15NO overall.

Structure (XYZ):
```
23
Properties=species:S:1:pos:R:3
C -0.76219 -1.92801 -0.28214
H -1.21258 1.86266 1.24451
C 0.49291 -1.67998 -1.05523
H -0.55044 -0.66175 -2.63997
H 1.26350 -0.54740 -2.61506
H -1.66387 -2.22259 -0.81925
C 0.86816 2.03832 1.34683
N 0.52371 0.69957 -1.29442
H -1.55482 0.83485 -0.96319
C -0.37157 1.26746 0.83506
H 1.69395 1.89858 0.64839
H 1.27259 -1.39230 -0.34463
H -0.78298 2.31780 -1.01892
H 0.70725 3.08859 1.57726
H 0.37335 -1.13487 2.97119
H -0.53970 -2.64604 0.51820
H 0.94272 -2.51819 -1.58910
H -0.92325 -1.04462 0.32611
H 1.17032 1.55365 2.27590
H -0.49926 0.32744 1.38899
O -0.18548 -0.99536 2.19584
C 0.33518 -0.41423 -2.04685
C -0.59750 1.29644 -0.65953
```

E_HOMO: -7.51 eV

Mulliken atomic charge list, values in e, 2 entries: atom 1 (C): -0.992, atom 2 (H): 0.307

---

Verdict on stability: i) comes out on top.

---

i) Density functional theory data (wB97M-V/def2-TZVPD) for an isolated ion of composition C5H11N2S and charge +1.

Structure (XYZ):
```
19
Properties=species:S:1:pos:R:3
H 1.47023 1.06387 -0.60879
H -1.73853 2.62882 -0.05305
N -0.46794 1.20637 0.22249
C -0.24515 -0.19984 0.38950
C -2.59117 0.57047 -0.61278
C -1.58636 1.57193 -0.18192
C 1.73684 0.14072 -1.06122
H 1.88138 0.08522 -2.11268
H -0.17426 -0.16360 2.61275
H -2.84810 0.84053 -1.64503
H -3.44920 0.60152 0.02539
H 2.60524 -0.24593 -0.52082
H 0.00107 -1.71292 1.77208
H 0.99900 -1.71322 -0.31560
H 1.36706 -0.71418 1.74419
H -0.01761 -0.71066 -1.55963
S -2.07584 -1.15175 -0.17496
N 0.57470 -0.82318 -0.70506
C 0.19538 -0.69576 1.77659
```

SMILES string: C[NH2+][C@@]1(C)N=CCS1
net charge: +1
E_HOMO: -13.15 eV

Mulliken atomic charge list, values in e, 2 entries: atom 1 (H): 0.418, atom 2 (H): 0.454

---

ii) Density functional theory data (wB97M-V/def2-TZVPD) for an isolated ion of composition C5H11N2S and charge +1.

Structure (XYZ):
```
19
Properties=species:S:1:pos:R:3
C -0.39894 1.78031 0.47581
H -2.71321 -0.43130 -1.22558
H -0.37347 -0.78374 -1.56650
H 2.27856 -1.38419 0.53810
S -2.72169 -0.10946 0.00464
N 1.06031 0.03703 -0.25610
C -0.12414 -0.03109 -0.87996
H -1.85222 -2.27135 -0.38276
H 1.79888 -1.62553 -1.13470
H 1.25934 0.74937 1.61071
C 1.09605 1.20806 0.68664
C -2.04855 -1.52282 0.46925
H -1.09751 1.75972 1.33514
H -0.42781 2.81048 0.06597
C 2.13092 -0.87649 -0.36528
H -1.94233 -1.75306 1.42436
N -0.97902 0.88730 -0.51074
H 3.20051 -0.47300 -0.66000
H 1.85430 2.02975 0.37098
```

net charge: +1
E_HOMO: -12.68 eV

Mulliken atomic charge list, values in e, 2 entries: atom 1 (C): -0.370, atom 2 (H): 0.226

---

Verdict on stability: i) comes out on top.